# 1
This record from OMol25 describes C38H46AsCl2CsGe2N4O3Se2 as an isolated structure in a non-equilibrium geometry. The level of theory is ωB97M-V/def2-TZVPD.

Properties
Energy above the lowest of the compared OMol25 structures with the same formula, charge and spin, kJ/mol: 30.02
Calculated total energy, eV: -382412.22332
Charge: -2
Molar mass, g mol⁻¹: 1188.68
Gap between HOMO and LUMO, eV: 5.51
Lowest unoccupied orbital energy, Eh: 0.1314

Positions of all 99 atoms, in Å:
Cs -1.00 -0.68 -1.02
C 2.36 2.61 -2.85
C 2.93 1.42 -2.07
Ge 2.44 1.39 -0.19
C 3.10 -0.26 0.59
C 2.66 -0.52 2.04
C 3.21 3.00 0.64
C 2.20 3.73 1.14
Ge 0.58 2.63 0.80
C -0.82 3.37 -0.33
C -1.55 4.62 0.17
C -0.15 1.85 2.42
C -0.75 2.82 3.45
C 2.33 5.03 1.86
C 1.21 5.68 2.35
C 1.30 6.89 3.03
C 2.54 7.48 3.22
C 3.68 6.85 2.73
C 3.57 5.65 2.06
H 2.60 2.56 -3.91
H 2.75 3.55 -2.46
H 1.27 2.66 -2.77
H 4.02 1.44 -2.07
H 2.64 0.47 -2.52
H 4.19 -0.21 0.51
H 2.77 -1.10 -0.03
H 2.98 0.28 2.71
H 3.06 -1.46 2.41
H 1.57 -0.60 2.11
H 4.25 3.31 0.70
H -1.53 2.56 -0.48
H -0.39 3.57 -1.31
H -2.02 4.47 1.15
H -2.34 4.90 -0.53
H -0.88 5.48 0.26
H 0.64 1.26 2.88
H -0.91 1.13 2.10
H -0.01 3.53 3.83
H -1.13 2.26 4.32
H -1.59 3.39 3.06
H 0.23 5.23 2.20
H 0.40 7.37 3.40
H 2.62 8.43 3.75
H 4.65 7.31 2.88
H 4.47 5.17 1.68
Cl -1.79 -6.08 4.32
C -1.85 -4.56 3.44
C -1.62 -3.36 4.13
C -1.65 -2.17 3.46
Cl -1.39 -0.69 4.38
C -1.88 -2.05 2.04
O -1.84 -0.95 1.44
C -2.17 -3.31 1.40
C -2.53 -3.42 -0.01
O -2.73 -2.50 -0.80
C -2.11 -4.52 2.10
H -1.42 -3.38 5.19
H -2.66 -4.46 -0.36
H -2.27 -5.45 1.56
Se 0.61 -0.18 -4.25
N 0.48 -1.52 -3.15
C 0.03 -2.57 -3.89
C -0.27 -3.85 -3.36
C -0.69 -4.82 -4.22
C -0.85 -4.57 -5.61
C -0.60 -3.34 -6.14
C -0.15 -2.30 -5.28
N 0.17 -1.06 -5.70
H -0.14 -4.04 -2.29
H -0.92 -5.81 -3.83
H -1.19 -5.37 -6.26
H -0.71 -3.14 -7.19
Se 1.12 -4.23 0.54
C 2.43 -5.32 -0.28
C 3.68 -5.58 0.31
C 4.60 -6.42 -0.30
N 4.41 -7.04 -1.47
C 3.23 -6.79 -2.05
C 2.24 -5.97 -1.52
H 3.92 -5.12 1.26
H 5.55 -6.60 0.19
H 3.05 -7.27 -3.00
H 1.32 -5.83 -2.06
O -1.91 3.39 -3.86
C -1.57 2.28 -3.52
N -1.23 1.18 -3.18
C -5.12 1.51 -1.10
As -3.85 0.42 -0.04
C -5.14 -1.02 0.33
C -4.11 1.39 1.64
H -6.06 1.68 -0.57
H -5.33 1.00 -2.04
H -4.66 2.47 -1.35
H -6.09 -0.59 0.66
H -4.74 -1.68 1.10
H -5.29 -1.60 -0.58
H -5.17 1.48 1.89
H -3.67 2.38 1.55
H -3.58 0.84 2.43

Mulliken population analysis, charges in e, atoms 1 to 5: 1.701 -1.083 -0.413 0.195 -0.355



# 2
This record from OMol25 describes C38H46CoN11OPS as an isolated structure in a non-equilibrium geometry. The level of theory is ωB97M-V/def2-TZVPD.

Properties
Energy above the lowest of the compared OMol25 structures with the same formula, charge and spin, kJ/mol: 349.90
Calculated total energy, eV: -116333.47538
Charge: +2
Spin multiplicity: 4
Molar mass, g mol⁻¹: 794.84
Gap between HOMO and LUMO (spin up / spin down), eV: 5.06 / 4.86
Lowest unoccupied orbital energy (spin up / spin down), Eh: -0.1650 / -0.2857

Positions of all 99 atoms, in Å:
Co -0.61 -1.55 -0.29
C -1.03 -3.22 3.63
C 0.23 -3.79 3.81
C 1.19 -3.61 2.83
C 0.87 -2.87 1.70
N -0.37 -2.36 1.51
C -1.28 -2.53 2.46
C 1.82 -2.57 0.61
C 3.17 -2.82 0.59
C 3.89 -2.43 -0.57
C 3.26 -1.82 -1.61
C 1.86 -1.59 -1.55
N 1.19 -1.98 -0.43
C 1.01 -1.00 -2.51
C 1.38 -0.60 -3.82
C 0.44 -0.08 -4.66
C -0.89 0.06 -4.22
C -1.19 -0.33 -2.94
N -0.30 -0.83 -2.08
H -1.80 -3.33 4.37
H 0.45 -4.36 4.70
H 2.17 -4.04 2.93
H -2.26 -2.10 2.27
H 3.67 -3.30 1.41
H 4.96 -2.60 -0.61
H 3.82 -1.52 -2.48
H 2.39 -0.73 -4.14
H 0.72 0.21 -5.66
H -1.66 0.46 -4.86
H -2.20 -0.22 -2.56
N -3.67 -2.78 -0.73
C -3.61 -1.48 -0.30
C -4.83 -0.80 -0.11
C -4.83 0.49 0.33
C -3.61 1.13 0.57
C -2.46 0.42 0.36
N -2.45 -0.86 -0.07
C -2.72 -3.75 -1.05
C -3.21 -5.02 -1.38
C -2.31 -6.00 -1.73
C -0.95 -5.70 -1.75
C -0.57 -4.43 -1.40
N -1.43 -3.46 -1.05
H -4.63 -3.12 -0.83
H -5.76 -1.32 -0.31
H -5.77 1.01 0.48
H -3.56 2.14 0.94
H -1.47 0.84 0.55
H -4.27 -5.22 -1.36
H -2.67 -6.99 -1.99
H -0.22 -6.43 -2.03
H 0.48 -4.14 -1.40
C -0.77 1.76 3.76
N 0.60 2.17 3.52
C 1.26 2.71 4.69
P 1.52 1.46 2.33
O 0.70 0.58 1.45
N 2.81 0.65 2.99
C 4.10 1.21 3.34
C 2.56 -0.66 3.56
N 2.15 2.75 1.46
C 2.36 4.08 2.00
C 3.10 2.41 0.40
H -1.40 2.64 3.91
H -0.83 1.15 4.67
H -1.14 1.18 2.93
H 0.76 3.63 5.01
H 2.30 2.95 4.49
H 1.23 2.00 5.52
H 4.18 2.24 3.02
H 4.91 0.65 2.87
H 4.25 1.18 4.42
H 1.51 -0.91 3.48
H 2.84 -0.67 4.62
H 3.14 -1.42 3.04
H 1.56 4.33 2.70
H 2.35 4.80 1.18
H 3.32 4.18 2.52
H 3.05 1.35 0.18
H 4.12 2.67 0.68
H 2.85 2.96 -0.51
N -0.45 3.31 0.25
C -0.44 3.12 -1.06
S 0.77 2.09 -1.73
N -1.38 3.62 -1.86
C -1.37 3.45 -3.27
C -2.58 3.22 -3.92
C -2.59 3.03 -5.28
C -1.40 3.06 -6.00
C -0.20 3.31 -5.35
C -0.18 3.53 -3.98
H 0.29 2.91 0.82
H -1.04 4.01 0.67
H -2.18 4.08 -1.45
H -3.50 3.18 -3.35
H -3.52 2.85 -5.79
H -1.41 2.92 -7.07
H 0.72 3.37 -5.91
H 0.74 3.81 -3.50

Mulliken population analysis, charges in e, atoms 1 to 5: -0.675 -1.012 -0.767 -0.369 0.259



# 3
This record from OMol25 describes C38H46GeN7STc as an isolated structure in a non-equilibrium geometry. The level of theory is ωB97M-V/def2-TZVPD.

Properties
Energy above the lowest of the compared OMol25 structures with the same formula, charge and spin, kJ/mol: 5.44
Calculated total energy, eV: -120097.03399
Charge: +4
Molar mass, g mol⁻¹: 803.51
Gap between HOMO and LUMO, eV: 5.65
Lowest unoccupied orbital energy, Eh: -0.4547

Positions of all 94 atoms, in Å:
Tc 0.48 0.16 0.66
C 0.87 -4.24 0.02
C 0.45 -2.82 0.13
N 1.22 -1.86 0.51
C 2.59 -2.16 0.93
C 3.43 -0.94 0.71
N 2.62 0.25 1.09
C 3.29 1.48 0.59
C 2.40 2.67 0.86
N 1.06 2.18 1.27
C 0.03 3.21 1.02
C -1.28 2.64 1.47
N -1.34 1.26 0.97
C -2.49 0.71 0.83
C -3.78 1.35 1.19
C -2.42 -0.67 0.32
C -3.50 -1.43 -0.12
C -3.26 -2.71 -0.59
C -1.97 -3.22 -0.55
C -0.95 -2.41 -0.09
N -1.17 -1.14 0.29
H 1.07 -4.65 1.02
H 1.79 -4.33 -0.57
H 0.12 -4.86 -0.45
H 3.00 -2.99 0.36
H 2.57 -2.46 1.98
H 3.71 -0.83 -0.34
H 4.35 -0.97 1.30
H 2.59 0.28 2.12
H 3.44 1.35 -0.49
H 4.28 1.57 1.05
H 2.29 3.28 -0.04
H 2.80 3.32 1.64
H 1.07 2.02 2.30
H 0.02 3.43 -0.05
H 0.27 4.13 1.56
H -2.10 3.24 1.08
H -1.36 2.62 2.56
H -3.90 2.32 0.69
H -3.80 1.54 2.27
H -4.64 0.74 0.94
H -4.50 -1.03 -0.10
H -4.08 -3.31 -0.97
H -1.77 -4.23 -0.88
S 0.58 0.19 3.55
C 0.04 0.08 5.21
N -0.23 1.18 5.88
C -0.59 1.20 7.32
C -0.01 -0.03 7.99
C -0.40 -1.28 7.22
N -0.07 -1.10 5.80
H -0.10 2.06 5.41
H -1.68 1.22 7.41
H -0.19 2.11 7.75
H -0.39 -0.10 9.01
H 1.08 0.05 8.05
H -1.47 -1.49 7.32
H 0.15 -2.15 7.58
H 0.14 -1.91 5.25
C 0.50 0.43 -0.97
Ge 0.11 0.25 -2.95
C -1.82 0.26 -2.80
C -2.46 1.44 -2.39
C -3.85 1.53 -2.45
C -4.59 0.46 -2.92
C -3.96 -0.72 -3.32
C -2.58 -0.82 -3.25
C 0.86 1.78 -3.84
C 2.24 1.96 -3.83
C 2.80 3.00 -4.56
C 1.99 3.85 -5.30
C 0.61 3.66 -5.31
C 0.04 2.63 -4.58
C 1.00 -1.42 -3.37
C 2.20 -1.74 -2.75
C 2.91 -2.87 -3.12
C 2.41 -3.71 -4.11
C 1.22 -3.39 -4.74
C 0.51 -2.25 -4.38
H -1.88 2.29 -2.06
H -4.34 2.45 -2.16
H -5.67 0.54 -2.99
H -4.55 -1.54 -3.71
H -2.10 -1.74 -3.56
H 2.89 1.28 -3.29
H 3.88 3.13 -4.58
H 2.42 4.65 -5.87
H -0.02 4.31 -5.90
H -1.04 2.48 -4.61
H 2.61 -1.06 -2.00
H 3.88 -3.09 -2.67
H 2.96 -4.59 -4.40
H 0.85 -4.01 -5.54
H -0.39 -1.99 -4.94

Mulliken population analysis, charges in e, atoms 1 to 5: -1.703 -1.685 0.383 0.562 -0.922



> Which value of calculated total energy does entry 3 give?

-120097.03399 eV



> calculated total energy of number 1 (C38H46AsCl2CsGe2N4O3Se2)?

-382412.22332 eV